Below is a 3-piece molecular cluster, C14H37N3O5P overall, with properties calculated with ωB97M-V/def2-TZVPD.

Last column: Mulliken charge in e.
Geometry (Å):
C (1.9145, -2.2545, 1.1026)  -1.118
P (1.1081, -0.5134, 1.0122)  0.278
O (0.0064, -1.0233, 2.3270)  -0.437
C (-1.1030, -1.7040, 1.7672)  0.492
N (-1.7340, -2.5100, 1.1133)  -0.571
H (1.1813, -3.1219, 0.9620)  0.303
H (2.3137, -2.3558, 2.1875)  0.246
H (2.7629, -2.3528, 0.3422)  0.293
H (0.1000, -0.9391, 0.0545)  0.015
H (0.4893, 0.8089, 1.0445)  -0.027
H (2.0930, 0.0046, 1.9680)  -0.335
H (1.9550, -0.1450, -0.1278)  -0.123
C (-7.2228, -2.5287, -4.5958)  -0.723
O (-6.8395, -3.6448, -3.8107)  -0.339
C (-5.4220, -3.8167, -3.7272)  -0.776
C (-4.9284, -3.5320, -2.3091)  -0.233
N (-5.0240, -2.1078, -1.9900)  -0.335
C (-4.8161, -1.8063, -0.5701)  -0.578
C (-5.8329, -2.3777, 0.4298)  -0.496
O (-7.1392, -1.8153, 0.3158)  -0.430
C (-7.9646, -2.4311, -0.6587)  -0.525
H (-8.3064, -2.5634, -4.7306)  0.232
H (-6.9718, -1.5917, -4.0905)  0.310
H (-6.7494, -2.5579, -5.5825)  0.336
H (-4.8888, -3.2107, -4.4690)  0.399
H (-5.2225, -4.8681, -3.9578)  0.382
H (-3.8854, -3.8512, -2.2201)  0.393
H (-5.5325, -4.1336, -1.6218)  0.161
H (-5.9431, -1.7716, -2.2543)  0.100
H (-4.8322, -0.7157, -0.4783)  0.351
H (-3.8103, -2.1294, -0.2827)  0.397
H (-5.4826, -2.1076, 1.4307)  0.351
H (-5.8746, -3.4723, 0.4141)  0.330
H (-7.7561, -3.4991, -0.7672)  0.268
H (-7.8629, -1.9222, -1.6189)  0.159
H (-9.0049, -2.3156, -0.3436)  0.296
C (2.9031, 3.0778, 1.9106)  -0.866
O (3.8930, 2.1337, 1.5398)  -0.294
C (4.2710, 2.2252, 0.1671)  -0.871
C (5.7062, 2.7360, 0.0405)  -0.194
N (5.8037, 4.1467, 0.4202)  -0.338
C (7.1795, 4.6222, 0.5731)  -0.683
C (8.0299, 3.9833, 1.6829)  -0.473
O (7.5863, 4.2896, 3.0002)  -0.432
C (6.5597, 3.4393, 3.4915)  -0.522
H (2.5662, 2.8377, 2.9214)  0.213
H (3.3151, 4.0924, 1.9199)  0.385
H (2.0413, 3.0314, 1.2380)  0.368
H (3.5714, 2.8370, -0.4139)  0.394
H (4.2290, 1.2085, -0.2352)  0.398
H (6.0407, 2.6182, -0.9953)  0.402
H (6.3370, 2.1095, 0.6796)  0.171
H (5.3208, 4.2851, 1.3007)  0.080
H (7.1168, 5.6965, 0.7758)  0.366
H (7.7001, 4.5141, -0.3849)  0.395
H (9.0347, 4.4120, 1.6035)  0.344
H (8.1558, 2.9031, 1.5523)  0.350
H (6.6410, 2.4203, 3.1044)  0.278
H (5.5785, 3.8576, 3.2628)  0.174
H (6.6450, 3.3998, 4.5802)  0.308

Atomic forces in eV per Å
C 0.46 -1.15 0.78
P 1.56 0.48 -2.29
O -5.55 -2.47 -0.50
C 2.34 -1.86 -1.18
N 2.00 3.86 3.31
H 0.86 1.16 0.01
H -0.36 0.07 -1.76
H -1.02 0.09 1.06
H 0.08 -0.13 0.04
H -0.08 0.12 -0.09
H -0.35 -0.42 0.29
H 0.02 0.29 0.31
C -0.13 -0.21 0.21
O 0.10 0.31 -0.38
C 0.09 -0.37 0.54
C -0.19 0.43 -0.37
N -0.09 -0.25 -0.01
C -0.08 0.06 -0.03
C 0.42 0.39 0.15
O -0.06 -0.42 -0.13
C -0.08 0.36 0.28
H 0.09 -0.08 0.06
H 0.07 0.11 -0.16
H 0.02 0.08 0.02
H -0.15 0.12 0.13
H 0.02 0.03 0.00
H -0.04 0.04 0.05
H 0.04 -0.26 -0.04
H 0.09 -0.08 0.00
H 0.01 -0.08 0.10
H -0.09 -0.03 0.04
H -0.02 0.02 -0.09
H -0.12 -0.01 -0.16
H 0.09 0.05 -0.08
H -0.02 -0.20 -0.19
H 0.06 0.00 0.08
C 0.05 -0.25 0.12
O -0.05 0.50 -0.26
C 0.41 -0.45 0.10
C -0.49 0.26 0.21
N 0.29 -0.13 -0.06
C -0.31 0.02 0.26
C 0.20 0.42 -0.11
O 0.07 -0.32 -0.27
C 0.04 0.25 0.25
H 0.06 -0.10 -0.13
H -0.10 0.16 -0.07
H 0.02 0.00 0.05
H 0.08 0.06 0.17
H -0.06 0.05 -0.01
H 0.02 0.04 0.02
H 0.00 -0.22 -0.08
H -0.02 -0.05 -0.13
H 0.13 -0.05 0.03
H 0.00 -0.10 0.04
H -0.04 0.02 0.05
H -0.21 -0.04 0.05
H -0.08 0.08 -0.09
H -0.13 -0.23 -0.06
H 0.10 0.03 -0.07

## Properties
* E_HOMO: -3.823 eV
* net charge: -1
* energy: -1437.2395 Ha

***

Below is a 2-piece molecular cluster, C14H37O5P2Si overall, with properties calculated with ωB97M-V/def2-TZVPD.

Last column: Mulliken charge in e.
Geometry (Å):
C (3.9454, -4.2681, 0.8831)  -1.512
C (3.1435, -2.9798, 0.6373)  0.074
C (4.0242, -1.7060, 0.7222)  -0.443
C (3.9147, -0.9627, 2.0622)  -0.859
C (3.5924, 0.5291, 1.9176)  -0.978
C (2.1060, 0.7648, 1.5149)  -0.264
P (1.9005, 1.4358, -0.1444)  0.183
C (1.2025, 0.3270, -1.3964)  -0.876
C (0.6033, -0.9964, -0.8925)  0.138
O (-0.7911, -0.8588, -0.7893)  -0.251
Si (-1.5290, -1.5464, 0.5672)  0.725
C (-3.3394, -1.8877, 0.2610)  -1.288
C (-0.7503, -3.1730, 1.0991)  -1.169
C (-1.4332, -0.2347, 1.9301)  -1.033
H (3.3008, -5.1161, 0.6655)  0.405
H (4.8350, -4.2750, 0.2591)  0.396
H (4.2060, -4.2986, 1.9391)  0.329
H (2.4282, -2.9193, 1.4631)  -0.077
H (2.5663, -3.0294, -0.2851)  0.216
H (3.7944, -1.0532, -0.1284)  0.238
H (5.0502, -2.0398, 0.5727)  0.539
H (4.8678, -1.0260, 2.5862)  0.433
H (3.1712, -1.3982, 2.7319)  0.448
H (4.2855, 0.9569, 1.1949)  0.351
H (3.7261, 0.9686, 2.9022)  0.376
H (1.7373, 1.5391, 2.1894)  0.586
H (1.4973, -0.1143, 1.7104)  0.032
H (3.1688, 1.8367, -0.5617)  0.165
H (1.1003, 2.5775, -0.0763)  0.059
H (0.4671, 0.8976, -1.9638)  0.441
H (2.0002, 0.0916, -2.1024)  0.581
H (0.8215, -1.7476, -1.6549)  0.413
H (1.1040, -1.3488, 0.0133)  -0.332
H (-3.9109, -1.8606, 1.1858)  0.398
H (-3.3918, -2.9216, -0.0914)  0.366
H (-3.7772, -1.2840, -0.5310)  0.331
H (-0.2235, -3.0515, 2.0459)  0.304
H (-0.0298, -3.5013, 0.3486)  0.276
H (-1.5229, -3.9238, 1.2393)  0.446
H (-2.4161, 0.1837, 2.1283)  0.441
H (-0.7702, 0.5746, 1.6096)  0.107
H (-0.9823, -0.6297, 2.8411)  0.353
C (-5.4804, 2.7080, -2.3553)  -0.679
O (-4.4668, 2.8543, -1.3438)  -0.315
P (-3.0849, 3.4860, -1.8469)  0.871
O (-3.3654, 4.6327, -2.7170)  -0.687
O (-2.5600, 2.1969, -2.6719)  -0.366
C (-2.6794, 0.8839, -2.1085)  -0.809
O (-1.6452, 3.7379, -1.1534)  -0.104
C (-1.3340, 5.0893, -0.7535)  -0.762
H (-6.1547, 1.9302, -2.0044)  0.249
H (-6.0271, 3.6403, -2.4671)  0.270
H (-5.0490, 2.4133, -3.3100)  0.352
H (-3.4830, 0.3452, -2.6145)  0.339
H (-2.8928, 0.9207, -1.0403)  0.396
H (-1.7526, 0.3565, -2.2681)  0.275
H (-2.2022, 5.6061, -0.3540)  0.352
H (-0.9482, 5.6313, -1.6129)  0.315
H (-0.5669, 5.0372, 0.0180)  0.235

Atomic forces in eV per Å
C -0.68 0.63 -0.13
C 0.21 0.09 0.69
C -0.43 -0.71 -0.08
C 0.39 0.46 -0.19
C -0.29 -0.96 0.13
C 0.63 0.53 0.48
P -0.43 -0.44 0.06
C 0.38 -0.21 -0.19
C -0.14 0.15 -0.73
O 0.30 -0.74 0.86
Si -1.02 0.21 0.80
C 0.58 -0.52 -0.71
C 0.36 0.68 -0.17
C 0.74 -0.21 -0.38
H 0.22 -0.24 -0.02
H 0.09 -0.27 0.02
H 0.31 -0.17 -0.02
H -0.33 0.00 -0.23
H 0.19 -0.06 -0.15
H -0.01 0.18 0.08
H 0.12 0.26 -0.09
H 0.01 -0.06 0.09
H -0.04 -0.20 -0.08
H 0.07 0.30 0.16
H 0.18 0.37 -0.12
H -0.29 0.07 -0.15
H -0.10 -0.05 -0.28
H -0.07 0.21 -0.06
H 0.09 0.07 -0.05
H -0.14 -0.02 0.07
H 0.18 0.13 0.09
H 0.06 -0.04 -0.03
H -0.14 0.09 0.14
H -0.07 0.29 0.02
H -0.12 -0.02 -0.08
H -0.23 0.22 0.22
H 0.09 -0.08 0.02
H -0.03 -0.32 0.05
H 0.00 -0.10 -0.10
H -0.02 0.04 0.15
H -0.16 0.18 -0.02
H -0.26 -0.03 0.18
C -0.39 0.04 -0.14
O 1.11 0.30 2.11
P 0.51 -0.56 -4.51
O -0.04 0.28 0.50
O -0.01 -0.02 0.33
C -0.25 0.31 -0.35
O -1.32 -0.27 1.75
C 0.12 0.14 0.17
H 0.07 0.01 0.10
H 0.10 0.05 -0.03
H 0.09 0.06 0.02
H -0.06 0.02 0.05
H 0.03 -0.05 0.01
H 0.03 0.02 -0.10
H -0.01 0.03 -0.05
H -0.12 -0.01 -0.07
H -0.04 -0.10 0.01

## Properties
* E_HOMO: -12.544 eV
* net charge: +1
* energy: -1903.8598 Ha

***

Below is a 3-piece molecular cluster, C14H38BN3O6P overall, with properties calculated with ωB97M-V/def2-TZVPD.

Last column: Mulliken charge in e.
Geometry (Å):
N (9.6863, 0.0383, 3.1037)  -0.729
P (9.1841, -0.7747, 1.7972)  0.225
B (7.7797, 0.1339, 0.8177)  0.753
O (6.8994, 1.0738, 1.5720)  -0.554
C (5.9814, 0.1211, 2.2699)  -0.344
C (6.0352, -1.2886, 1.4003)  0.294
O (6.7749, -0.7936, 0.2201)  -0.656
H (10.7126, 0.2863, 3.0101)  0.145
H (10.3266, -0.9939, 0.9404)  -0.032
H (8.7490, -2.0727, 2.2673)  -0.060
H (8.4282, 0.8020, 0.0730)  -0.243
H (6.3920, 0.1264, 3.3687)  0.275
H (4.8625, 0.5092, 2.3370)  0.169
H (6.5094, -2.2460, 1.9305)  0.114
H (4.9294, -1.5387, 1.1101)  -0.299
C (0.9674, 0.7416, -3.9164)  -0.727
O (0.2580, 0.9520, -2.7014)  -0.354
C (-0.7765, -0.0157, -2.4791)  -0.805
C (-0.4118, -0.9320, -1.3002)  0.119
N (0.6988, -1.8263, -1.6460)  -0.386
C (1.2718, -2.5283, -0.4915)  -0.815
C (1.9377, -1.6678, 0.6014)  -0.521
O (3.1323, -1.0101, 0.1753)  -0.348
C (2.9193, 0.2297, -0.4859)  -0.694
H (1.6174, 1.6050, -4.0817)  0.246
H (1.5964, -0.1480, -3.8491)  0.306
H (0.2818, 0.6559, -4.7640)  0.341
H (-1.0048, -0.5958, -3.3851)  0.434
H (-1.6813, 0.5472, -2.2158)  0.264
H (-1.2857, -1.5321, -1.0255)  0.338
H (-0.1527, -0.2921, -0.4531)  0.053
H (1.4389, -1.2828, -2.0845)  0.118
H (2.0311, -3.2118, -0.8902)  0.398
H (0.4958, -3.1540, -0.0351)  0.397
H (2.2467, -2.3501, 1.4019)  0.377
H (1.2433, -0.9598, 1.0661)  0.358
H (2.0384, 0.7587, -0.1120)  0.347
H (2.8424, 0.0680, -1.5626)  0.134
H (3.7961, 0.8603, -0.3174)  0.364
C (-3.2363, -0.2404, 0.8301)  -0.894
O (-3.9018, 0.0858, -0.3842)  -0.274
C (-4.9513, -0.8337, -0.7151)  -0.811
C (-6.3232, -0.1525, -0.5879)  -0.258
N (-6.6561, 0.1142, 0.8159)  -0.329
C (-7.8135, 0.9998, 0.9893)  -0.662
C (-7.6890, 2.4410, 0.4546)  -0.478
O (-6.7383, 3.2417, 1.1589)  -0.433
C (-5.3980, 3.0991, 0.7084)  -0.514
H (-2.3603, 0.4076, 0.9196)  0.240
H (-3.8839, -0.0552, 1.6891)  0.389
H (-2.8997, -1.2809, 0.8285)  0.390
H (-4.9013, -1.7546, -0.1162)  0.382
H (-4.7997, -1.1184, -1.7643)  0.385
H (-7.0903, -0.8015, -1.0233)  0.410
H (-6.2862, 0.7740, -1.1665)  0.179
H (-5.8556, 0.5478, 1.2706)  0.070
H (-8.0011, 1.0568, 2.0684)  0.366
H (-8.6948, 0.5242, 0.5430)  0.390
H (-8.6588, 2.9264, 0.6143)  0.343
H (-7.5120, 2.4791, -0.6255)  0.348
H (-5.3356, 2.8886, -0.3627)  0.267
H (-4.8938, 2.3203, 1.2833)  0.156
H (-4.8711, 4.0363, 0.9057)  0.335

Atomic forces in eV per Å
N 1.80 0.32 -0.45
P 0.72 0.52 2.00
B -1.90 0.93 -0.73
O -1.19 -2.28 1.25
C 0.41 0.77 0.93
C -0.66 1.10 -0.20
O -0.26 -1.87 1.39
H -1.67 -0.46 0.27
H -0.74 -0.45 -0.03
H 0.41 -0.09 -0.67
H 0.26 0.14 -0.78
H -0.86 -0.65 -1.84
H 2.21 -0.54 -0.44
H -0.68 2.23 -0.99
H 2.36 0.30 0.37
C 0.04 0.29 0.37
O -0.17 -0.41 -0.51
C -0.06 0.12 0.66
C 0.38 0.06 -0.74
N -0.18 0.17 0.16
C 0.30 0.23 -0.18
C 0.44 -0.37 -0.14
O -1.11 0.00 0.10
C 0.53 -0.03 0.02
H -0.12 -0.08 0.11
H 0.00 -0.12 -0.19
H 0.01 -0.08 -0.02
H 0.26 0.05 0.14
H 0.09 -0.12 0.01
H 0.03 -0.01 -0.03
H -0.18 0.17 0.11
H -0.22 -0.12 0.14
H -0.05 0.09 0.17
H -0.03 0.11 0.02
H 0.04 0.04 -0.08
H -0.03 0.14 -0.15
H -0.08 -0.10 -0.04
H -0.17 0.18 -0.09
H 0.00 -0.19 0.09
C 0.08 0.31 -0.25
O -0.12 -0.53 0.29
C -0.29 0.40 -0.36
C 0.53 -0.19 0.52
N -0.03 0.13 -0.26
C 0.37 0.13 0.16
C -0.29 0.00 0.47
O -0.18 -0.28 -0.53
C -0.03 0.22 0.35
H -0.13 -0.06 -0.11
H -0.01 -0.16 0.17
H -0.05 0.01 0.08
H 0.00 0.30 0.06
H -0.05 0.03 0.12
H 0.01 0.03 0.05
H 0.04 -0.01 -0.27
H -0.20 -0.16 -0.15
H -0.05 0.09 -0.15
H 0.09 0.05 -0.08
H 0.11 -0.02 0.04
H 0.21 -0.06 0.02
H -0.03 -0.11 0.06
H 0.18 -0.09 -0.20
H -0.14 -0.03 -0.01

## Properties
* E_HOMO: -3.264 eV
* net charge: -1
* energy: -1538.0235 Ha

***

- Among the records above, which one has the highest net charge?
  C14H37O5P2Si